ORCA calculation (ωB97M-V with the def2-TZVPD basis set) on a cluster of 12 separate species, C46H120N16O12 in total in a non-equilibrium geometry.

Properties
Relative energy (zero: lowest compared OMol25 entry of this formula, charge and spin): 0.0 kcal per mole
HOMO level: -8.72 eV
Orbital gap: 0.3264 Eh
Maximum force: 2.178 eV/Å
Energy: -3603.62316 Eh
LUMO energy: 0.160 eV

Atoms and positions in Å:
C 12.72663 -18.50708 -11.26959
C 12.07256 -19.87713 -11.14218
C 11.30279 -20.17002 -12.42828
C 13.23643 -20.85712 -10.93763
C 12.75463 -22.18481 -10.36408
C 12.04662 -21.95977 -9.04725
C 10.84050 -21.02980 -9.20008
C 9.66279 -21.76898 -9.84262
C 10.41342 -20.55271 -7.80005
N 11.27909 -19.80073 -9.90789
O 10.15263 -18.96025 -10.14824
H 13.38746 -18.46457 -12.15058
H 12.04134 -17.66368 -11.36080
H 13.43264 -18.30218 -10.46019
H 10.72454 -21.09129 -12.35471
H 10.58512 -19.36589 -12.60073
H 11.97350 -20.21297 -13.28561
H 13.65466 -21.09080 -11.91547
H 14.00133 -20.40479 -10.30488
H 12.05489 -22.62603 -11.07914
H 13.58199 -22.88514 -10.22182
H 12.69339 -21.71726 -8.20200
H 11.58885 -22.91631 -8.75617
H 9.92812 -22.25561 -10.78418
H 8.83248 -21.10354 -10.06926
H 9.36453 -22.56055 -9.15346
H 11.19782 -19.88578 -7.43905
H 10.29837 -21.39954 -7.12250
H 9.46416 -20.01859 -7.84216
H 10.17836 -18.35696 -9.39858
C 15.76074 -21.18631 -13.70447
C 17.08021 -20.46416 -13.36478
C 17.05903 -20.20361 -11.84644
C 18.28946 -21.35863 -13.62940
C 18.61899 -21.47083 -15.12215
C 18.72705 -20.10463 -15.76223
C 17.51578 -19.18004 -15.48241
C 17.95115 -17.77233 -15.87362
C 16.31618 -19.66757 -16.32522
N 17.34482 -19.20487 -14.03172
O 16.49654 -18.15462 -13.60384
H 15.92059 -21.83146 -14.57136
H 15.38389 -21.77572 -12.87093
H 14.98911 -20.45605 -13.95615
H 17.80320 -19.41625 -11.66395
H 16.15483 -19.68612 -11.51157
H 17.23038 -21.10703 -11.26822
H 19.17645 -20.98954 -13.11205
H 18.06115 -22.33807 -13.19527
H 19.51947 -22.09235 -15.24106
H 17.92966 -22.19808 -15.57631
H 18.92788 -20.09999 -16.83383
H 19.60997 -19.60324 -15.34801
H 17.10537 -17.07837 -15.89539
H 18.30586 -17.74296 -16.90889
H 18.75079 -17.39955 -15.23774
H 15.37606 -19.22750 -15.99598
H 16.25519 -20.75085 -16.26594
H 16.57801 -19.40883 -17.35394
H 17.13562 -17.62153 -13.10897
C 23.26383 -16.72053 -13.88770
O 23.15678 -17.55574 -15.02381
C 22.07780 -17.28844 -15.87577
C 22.11153 -18.25930 -17.04261
C 23.37710 -18.18443 -17.90406
N 20.92143 -17.93838 -17.83022
H 22.45278 -16.88719 -13.16016
H 23.05408 -15.66713 -14.12932
H 24.23841 -16.91680 -13.45930
H 21.14812 -17.35930 -15.28830
H 22.06757 -16.24339 -16.23200
H 21.94969 -19.26819 -16.64125
H 23.40877 -19.04623 -18.56748
H 24.29059 -18.04415 -17.32911
H 23.23909 -17.28815 -18.51378
H 20.58718 -16.98995 -17.72673
H 20.84053 -18.16788 -18.81092
C 14.51934 -18.97278 -20.07519
O 15.70112 -18.27546 -20.38909
C 15.76520 -16.93388 -19.88924
C 15.47593 -16.70794 -18.41516
C 14.05919 -16.79141 -17.87573
N 15.99279 -15.36888 -18.05723
H 14.55060 -19.37258 -19.05474
H 14.45783 -19.85352 -20.71666
H 13.61976 -18.36854 -20.21605
H 16.79476 -16.60884 -20.05316
H 15.12052 -16.35557 -20.56370
H 16.10869 -17.41883 -17.86604
H 13.57079 -17.75034 -18.02622
H 13.46510 -15.98064 -18.29965
H 14.06523 -16.68092 -16.78718
H 16.95253 -15.27549 -18.37838
H 16.08339 -15.30453 -17.04801
C 15.67989 -19.53749 -7.98475
O 15.21770 -18.19597 -8.02697
C 15.71595 -17.48172 -9.13242
C 15.30089 -16.01207 -9.01550
C 13.89447 -15.88234 -8.43288
N 15.29822 -15.46797 -10.40560
H 14.97897 -20.06152 -7.34283
H 16.70636 -19.53988 -7.59791
H 15.73809 -20.01111 -8.97177
H 16.81651 -17.53755 -9.07279
H 15.42878 -17.93151 -10.09090
H 16.00449 -15.47529 -8.38138
H 13.17685 -16.38718 -9.08990
H 13.55874 -14.83869 -8.48344
H 13.74636 -16.23155 -7.41549
H 14.70857 -14.63764 -10.37754
H 14.72954 -16.10544 -10.96370
C 18.72354 -23.14931 -18.33937
O 19.58362 -22.65807 -19.35885
C 19.62693 -21.25353 -19.39583
C 18.41223 -20.58364 -19.99816
C 18.23786 -20.92466 -21.46396
N 18.51595 -19.11596 -19.86838
H 18.80933 -24.23361 -18.35281
H 17.69263 -22.86843 -18.57805
H 18.98451 -22.72973 -17.36544
H 19.92273 -20.80842 -18.43113
H 20.50457 -20.97000 -19.99598
H 17.50624 -20.89713 -19.45006
H 17.41079 -20.36252 -21.90355
H 18.05851 -21.98187 -21.65533
H 19.13986 -20.61178 -21.99718
H 17.58412 -18.81319 -20.15523
H 18.61705 -18.85351 -18.89041
C 12.89303 -23.39769 -13.90183
O 11.57369 -23.84822 -13.79012
C 11.29370 -25.01090 -14.51385
C 9.84909 -25.43042 -14.23281
C 8.91315 -24.24220 -14.44355
N 9.69117 -25.89559 -12.84917
H 13.18372 -23.33654 -14.96193
H 13.57672 -24.06386 -13.36599
H 12.98488 -22.37316 -13.54444
H 11.45059 -24.84896 -15.59275
H 11.95705 -25.84898 -14.24991
H 9.60065 -26.28855 -14.85733
H 9.11833 -23.74462 -15.39396
H 9.07164 -23.51938 -13.64682
H 7.88014 -24.58587 -14.45099
H 10.13895 -25.26146 -12.20116
H 10.03054 -26.83844 -12.72848
C 21.56760 -23.57922 -17.38516
O 21.87815 -23.73722 -16.00306
C 22.30423 -22.52883 -15.42246
C 22.25623 -22.68708 -13.90672
C 20.96694 -23.27926 -13.36524
N 22.55286 -21.36652 -13.25819
H 21.21357 -24.53464 -17.76599
H 22.48749 -23.31892 -17.91761
H 20.78400 -22.82861 -17.51299
H 23.34959 -22.35569 -15.71559
H 21.73266 -21.65158 -15.76625
H 23.02712 -23.42801 -13.67010
H 20.09759 -22.78600 -13.82991
H 20.83822 -23.16140 -12.29284
H 20.84156 -24.31306 -13.68734
H 22.44474 -20.71763 -14.03232
H 23.50564 -21.35171 -12.92112
N 15.92153 -25.37946 -14.23834
C 15.96264 -26.30154 -15.23296
N 16.85346 -26.06499 -16.26000
O 15.25403 -27.29913 -15.21712
H 16.44556 -24.52596 -14.22404
H 15.33723 -25.68011 -13.47970
H 17.70618 -25.58858 -16.02258
H 16.87092 -26.74462 -16.99769
N 17.92288 -16.29756 -11.46028
C 18.11760 -15.62172 -12.61316
N 17.14555 -14.75029 -12.99483
O 19.16431 -15.76562 -13.27888
H 18.78175 -16.77030 -11.15980
H 17.13181 -16.10818 -10.84988
H 17.00025 -14.50675 -13.95652
H 16.41654 -14.57572 -12.32218
N 21.33065 -19.61308 -11.22976
C 20.57408 -18.50766 -11.50467
N 20.28151 -18.41720 -12.83890
O 20.41106 -17.57547 -10.71869
H 21.43161 -19.88953 -10.26942
H 21.46782 -20.31768 -11.95570
H 19.96305 -17.51482 -13.16800
H 20.36992 -19.22068 -13.42861
N 20.28652 -13.53728 -14.71812
C 20.14660 -13.72027 -16.05925
N 19.39920 -14.82347 -16.40941
O 20.62389 -12.98525 -16.90564
H 20.77542 -12.70003 -14.46514
H 20.04210 -14.29581 -14.09223
H 19.30082 -14.94093 -17.39935
H 19.12517 -15.49591 -15.71474

Force components x, y, z for each atom (eV/Å):
C 1.009 0.718 -0.710
C 0.655 0.701 0.159
C -0.631 0.033 0.295
C -0.528 -0.816 -0.078
C 0.272 0.371 0.197
C -0.973 -1.084 0.010
C -0.093 0.716 0.214
C 0.292 -0.225 -0.338
C 0.138 -0.080 -0.330
N 0.209 -0.503 0.209
O -0.035 -0.085 0.027
H -0.300 -0.182 -0.146
H -0.232 -0.189 0.076
H -0.481 -0.172 0.347
H 0.152 -0.094 -0.177
H 0.015 -0.034 -0.047
H 0.060 -0.061 0.021
H 0.238 0.447 -0.011
H -0.006 -0.051 0.024
H 0.075 -0.163 0.031
H 0.014 0.014 -0.145
H 0.187 0.512 -0.271
H 0.174 0.018 0.120
H 0.096 -0.016 0.068
H -0.035 0.042 0.243
H -0.285 0.074 -0.034
H -0.082 -0.020 0.222
H 0.010 0.004 0.019
H -0.006 0.017 0.043
H -0.019 0.115 -0.078
C 0.188 0.179 -0.687
C -0.403 -0.275 1.335
C 0.172 1.549 -0.266
C -0.097 -0.125 -0.529
C -0.114 -1.349 0.135
C 0.069 0.358 0.070
C 0.490 -0.503 0.026
C -0.637 0.272 -0.796
C 0.827 0.153 0.177
N 0.436 0.132 -0.302
O -0.167 -0.242 0.011
H -0.336 -0.116 0.060
H 0.225 -0.128 0.055
H -0.019 -0.014 0.020
H 0.415 -0.572 0.296
H -0.317 -0.510 -0.203
H 0.067 -0.026 0.044
H -0.156 0.207 0.229
H 0.113 -0.030 -0.085
H 0.154 0.788 -0.099
H -0.583 0.731 -0.246
H -0.206 -0.310 -0.057
H -0.009 0.000 0.079
H 0.040 0.006 0.502
H 0.233 -0.333 0.083
H -0.083 -0.062 0.174
H -0.018 0.139 -0.204
H -0.185 -0.025 -0.077
H -0.464 -0.013 -0.116
H -0.404 0.098 0.187
C -1.280 0.357 -0.051
O 0.469 -0.153 -0.020
C -0.079 0.376 0.581
C -0.652 0.182 -0.520
C -0.543 0.618 0.256
N -1.159 0.009 0.101
H 0.299 -0.630 0.036
H 0.808 0.016 -0.329
H 0.047 0.301 0.146
H -0.149 -0.337 -0.274
H 0.405 -0.065 -0.116
H 0.327 -0.036 0.052
H 0.269 -0.049 0.008
H 0.019 -0.386 0.055
H 0.234 -0.037 -0.125
H 0.310 0.083 0.156
H 0.617 -0.327 0.027
C -0.010 -0.625 0.084
O 0.205 0.142 0.477
C -0.557 -0.043 -0.793
C 0.861 -0.072 1.059
C -0.178 -0.069 0.057
N 0.158 0.139 -0.250
H -0.096 0.241 0.057
H 0.092 0.186 -0.226
H 0.037 0.063 -0.014
H -0.008 -0.090 -0.172
H -0.042 0.363 0.384
H -0.316 -0.414 -0.265
H 0.010 0.055 -0.285
H -0.123 -0.095 0.002
H 0.167 0.277 -0.040
H -0.069 0.054 -0.172
H -0.283 0.031 0.017
C 0.349 0.542 -0.008
O -0.457 -0.239 -0.457
C 1.155 0.111 0.891
C -1.088 -0.549 -0.406
C -0.643 0.428 -0.421
N -0.337 0.206 0.435
H 0.206 -0.258 0.073
H -0.117 -0.225 0.235
H -0.324 0.104 -0.033
H -0.017 0.012 -0.324
H -0.247 0.037 0.055
H 0.156 0.115 -0.210
H 0.137 -0.324 0.172
H 0.316 0.064 0.207
H 0.256 -0.133 0.000
H 0.346 0.211 -0.054
H 0.138 -0.125 0.006
C -0.463 0.322 -0.844
O -0.182 -0.138 0.257
C 1.222 0.716 -0.339
C -0.659 0.177 0.496
C 0.149 0.191 -0.339
N -0.064 -0.343 -0.195
H 0.008 0.012 0.165
H -0.067 -0.158 0.203
H -0.116 -0.145 0.001
H -0.556 -0.271 0.267
H -0.224 -0.285 -0.300
H 0.141 -0.277 -0.049
H -0.060 0.002 0.134
H 0.087 -0.051 0.179
H -0.012 -0.106 -0.039
H 0.293 0.411 0.052
H 0.048 -0.099 0.023
C 0.214 0.006 -0.705
O -0.228 0.491 0.535
C -0.037 -0.800 -0.708
C 0.354 0.381 0.828
C -0.011 -0.370 -0.444
N -0.453 -0.022 -0.198
H 0.141 -0.282 0.077
H 0.110 0.108 -0.036
H -0.260 -0.128 0.384
H -0.078 0.190 0.039
H 0.110 0.169 0.205
H -0.036 0.181 -0.294
H -0.007 0.006 0.000
H -0.113 0.029 0.039
H -0.033 0.112 0.151
H 0.105 -0.087 0.036
H 0.210 0.070 0.123
C 0.496 -0.050 0.477
O -0.613 0.123 -0.203
C 0.446 -0.510 0.182
C 0.345 -0.153 0.807
C -1.170 0.275 -1.049
N -0.583 -1.078 -0.964
H -0.036 -0.012 0.076
H -0.162 0.206 -0.241
H 0.673 -0.066 -0.034
H -0.010 0.240 0.000
H -0.302 -0.162 0.016
H 0.237 0.330 0.151
H 0.638 -0.181 0.497
H 0.366 -0.145 0.116
H 0.284 -0.150 0.306
H 0.511 0.620 0.396
H 0.065 0.287 -0.153
N -0.076 -0.231 0.093
C 0.032 -1.137 -0.613
N -0.131 0.664 0.351
O -0.011 0.504 0.001
H -0.043 0.043 0.063
H 0.092 0.394 0.238
H 0.097 -0.020 -0.252
H 0.105 -0.168 0.130
N 0.606 -0.245 -0.448
C 0.392 0.620 -0.092
N -0.255 -0.119 0.505
O -0.492 -0.326 -0.246
H -0.125 0.036 0.508
H 0.197 0.168 -0.361
H 0.321 0.110 -0.037
H -0.198 -0.083 -0.172
N -0.667 -0.259 0.342
C 1.899 0.171 -1.053
N -0.302 0.297 0.818
O -0.801 -0.324 0.197
H 0.011 0.069 0.035
H 0.199 0.032 0.380
H -0.223 -0.041 -0.175
H -0.091 0.103 -0.165
N -0.058 -0.067 -0.514
C 0.084 -0.131 -0.002
N 0.148 0.390 0.141
O -0.080 0.227 -0.066
H 0.149 -0.158 0.324
H -0.015 0.346 0.310
H -0.098 -0.357 0.011
H -0.126 -0.123 -0.172